The following is a quantum chemistry calculation of one molecule with the formula C25H23N5O4, from OMol25.

XYZ file:
```
57
Properties=species:S:1:pos:R:3:forces:R:3:nbo_charge:R:1
C 4.990323 1.917770 4.610081 -0.06 0.00 -0.01 -0.630
C 3.828280 1.323798 3.875166 -0.01 -0.05 -0.04 -0.024
C 4.019460 0.261555 3.001821 -0.08 0.06 0.03 -0.197
C 2.963537 -0.302155 2.313402 -0.20 0.01 -0.03 -0.255
C 1.678267 0.198121 2.493806 0.27 0.26 0.31 0.225
N 0.630746 -0.393835 1.787772 0.03 -0.48 -0.39 -0.592
C -0.679087 -0.103367 1.772314 0.10 0.07 0.06 0.592
O -1.283112 0.731870 2.420661 0.06 0.04 0.00 -0.613
C -1.409872 -1.010393 0.773820 -0.10 -0.17 -0.01 0.608
O -0.836632 -1.907509 0.178989 -0.03 0.02 0.01 -0.642
N -2.708114 -0.702470 0.688822 -0.25 0.31 0.28 -0.580
C -3.595319 -1.198777 -0.339151 0.34 -0.06 -0.22 -0.284
C -3.851933 -0.114186 -1.333682 -0.95 0.01 0.09 0.321
C -4.991624 0.534781 -1.733989 0.46 -0.50 0.29 -0.316
C -4.580077 1.536179 -2.632308 0.95 0.07 -0.18 -0.224
C -3.204866 1.444460 -2.711943 -1.24 0.27 -0.09 0.198
C -2.264922 2.226734 -3.445793 0.79 -0.14 0.09 -0.099
C -0.923896 2.083701 -3.369694 -0.97 -0.23 0.52 -0.252
C -0.056069 2.845496 -4.167964 0.30 0.47 -0.51 0.255
N 0.681324 3.428578 -4.828243 0.19 0.16 -0.16 -0.297
C -0.230411 1.118352 -2.432632 0.11 -0.01 -0.20 0.687
O -0.197615 1.265774 -1.232744 -0.06 0.07 0.23 -0.599
N 0.386624 0.115637 -3.095067 0.14 -0.30 -0.16 -0.602
C 1.038135 -0.970786 -2.404740 0.14 -0.01 0.23 -0.252
C 0.259797 -2.259730 -2.436068 -0.02 -0.21 -0.15 -0.052
C 0.860841 -3.455028 -2.060775 -0.17 0.12 -0.12 -0.157
C 0.105249 -4.613402 -2.037706 0.04 0.09 0.04 -0.246
C -1.233670 -4.532619 -2.387472 0.09 -0.26 0.10 0.029
N -1.815563 -3.405506 -2.757499 -0.50 -0.08 -0.11 -0.426
C -1.084698 -2.305692 -2.783262 0.34 0.28 -0.06 0.028
O -2.779444 0.429418 -1.926303 0.23 -0.08 0.01 -0.398
C 1.475358 1.261979 3.364896 -0.12 0.00 -0.04 -0.265
C 2.536004 1.827989 4.054263 0.11 -0.17 -0.12 0.015
C 2.288344 2.974937 4.984931 0.01 -0.04 -0.03 -0.633
H 5.912293 1.401256 4.355518 0.07 0.00 0.02 0.215
H 5.103628 2.972362 4.360337 0.08 0.09 0.04 0.216
H 4.840104 1.848406 5.687121 0.07 0.04 0.10 0.216
H 5.015348 -0.132584 2.857182 0.09 -0.03 -0.01 0.208
H 3.130612 -1.128974 1.637593 0.02 -0.10 -0.08 0.203
H 0.875539 -1.157890 1.160887 -0.17 0.18 0.13 0.426
H -2.985512 0.111209 1.228547 0.11 -0.11 -0.03 0.429
H -4.538760 -1.533133 0.099177 0.09 0.01 -0.14 0.222
H -3.086162 -2.043877 -0.816982 -0.19 0.03 0.06 0.263
H -5.993111 0.315696 -1.425830 -0.19 -0.09 0.13 0.236
H -5.201296 2.241873 -3.144892 -0.07 0.19 -0.15 0.232
H -2.688980 2.971121 -4.106381 0.03 0.01 -0.03 0.237
H 0.290698 0.043672 -4.096494 -0.08 0.14 0.08 0.406
H 1.140434 -0.648816 -1.362572 0.08 -0.03 -0.15 0.246
H 2.038954 -1.123127 -2.824445 -0.10 0.02 0.10 0.209
H 1.904803 -3.471809 -1.779563 0.12 -0.02 0.02 0.209
H 0.541697 -5.555529 -1.744143 0.01 -0.09 0.02 0.219
H -1.873482 -5.405181 -2.371192 0.04 -0.13 0.02 0.191
H -1.610350 -1.409627 -3.085556 0.08 0.09 0.00 0.194
H 0.477542 1.647054 3.496704 -0.06 0.03 0.02 0.246
H 2.603024 2.722957 5.997232 0.01 0.06 0.10 0.217
H 2.854630 3.851342 4.671340 0.02 0.11 0.04 0.218
H 1.232978 3.231925 5.002702 -0.05 0.05 0.04 0.221
```
Positions in Å, forces in eV/Å.

Results
2S+1: 1
Relative energy (zero: lowest compared OMol25 entry of this formula, charge and spin) (kcal per mole): 0.0
M (g mol⁻¹): 457.490
Structure (SMILES): Cc1ccc(NC(=O)C(=O)NCc2ccc(/C=C(/C#N)C(=O)NCc3cccnc3)o2)cc1C